5
Properties=species:S:1:pos:R:3:mulliken_charge:R:1 method="wB97M-V/def2-TZVPD" orbital_gap_ha="0.246 / 0.248" spin_multiplicity=1 e_tot_ev=-19467.5289 e_homo_ha="-0.30956 / -0.31037" largest_force_ev_per_a=0.3
O 1.6644 0.0548 -0.2691 -0.62
P -1.8617 -1.5789 0.0847 -0.03
I -2.5567 0.6976 0.0439 0.04
H 1.5615 1.0012 -0.3928 0.32
H 1.1925 -0.1747 0.5333 0.30

***

39
Properties=species:S:1:pos:R:3:mulliken_charge:R:1 method="wB97M-V/def2-TZVPD" smiles="COC(=O)C(C(=O)OC)[C@@H]1CCc2ccc3c(c21)CCO3" orbital_gap_ha=0.318 spin_multiplicity=1 e_tot_ev=-27119.7901 e_homo_ha=-0.29164 largest_force_ev_per_a=3.5
C 2.2337 -4.2876 0.3774 -0.79
O 1.7924 -3.0591 -0.0440 -0.31
C 0.8723 -2.4265 0.7000 0.01
O 0.3459 -2.9085 1.6919 -0.59
C 0.6259 -0.9411 0.2942 1.20
C 1.4104 -0.1714 1.2845 -0.23
O 2.5078 0.1938 0.9184 -0.57
O 0.9050 0.0666 2.5536 -0.25
C 1.7526 -0.1587 3.6792 -0.74
C -0.8145 -0.3606 0.1895 0.09
C -1.8261 -1.4335 -0.3085 -1.24
C -2.0008 -1.2316 -1.8666 -0.78
C -1.5825 0.2196 -1.9620 0.85
C -1.9870 1.0639 -3.0064 -0.87
C -1.6403 2.4163 -3.0288 -0.94
C -0.9049 2.9583 -1.8530 -0.07
C -0.5880 2.0487 -0.7617 0.36
C -0.9679 0.6878 -0.8645 -0.20
C -0.0433 2.8299 0.4511 -0.15
C -0.0286 4.1850 -0.2014 -0.44
O -0.5972 4.2564 -1.5489 -0.49
H 2.4745 -4.3003 1.4125 0.33
H 1.4312 -4.9485 0.1674 0.34
H 3.0943 -4.4883 -0.2481 0.25
H 1.0548 -0.7969 -0.7277 0.34
H 2.0633 -1.2290 3.7832 0.25
H 1.2477 0.2132 4.5870 0.24
H 2.6867 0.4296 3.5168 0.34
H -1.0339 0.0367 1.1777 0.86
H -1.6217 -2.5020 -0.1470 0.34
H -2.8192 -1.3565 0.1172 0.38
H -1.4357 -1.9777 -2.4529 0.31
H -3.0499 -1.2444 -2.2646 0.38
H -2.5155 0.6051 -3.7744 0.55
H -1.7817 3.0792 -3.8534 0.43
H -0.7100 2.7056 1.3773 0.27
H 1.0196 2.4313 0.6226 -0.05
H -0.5998 4.9599 0.4079 0.28
H 1.0303 4.4354 -0.3955 0.29

***

19
Properties=species:S:1:pos:R:3:mulliken_charge:R:1 method="wB97M-V/def2-TZVPD" orbital_gap_ha=0.348 spin_multiplicity=1 e_tot_ev=-18724.3087 e_homo_ha=-0.31289 largest_force_ev_per_a=1.8
C 2.0275 -0.2596 -2.1549 -0.78
C 0.3851 -0.6314 0.0221 -0.13
C 0.1334 -0.6259 1.5729 -1.07
C -1.1870 0.2085 1.5253 -0.22
C -0.8479 1.3650 0.6210 -0.44
C -0.8329 0.1974 -0.4040 -0.47
H 1.1750 0.3131 -2.6494 0.21
H 3.0102 0.0128 -2.5707 0.35
H 1.9022 -1.3692 -2.3157 0.24
H 0.3085 -1.6827 -0.3164 0.50
H 0.8534 -0.0566 2.1624 0.34
H 0.0404 -1.6136 2.0089 0.32
H -1.7672 0.3637 2.4149 0.50
H 0.0797 1.9560 0.7399 0.22
H -1.6521 2.0258 0.4508 0.34
H -0.9835 0.3398 -1.4721 0.46
H -2.7840 -0.0503 0.3188 0.29
N -1.8831 -0.5161 0.4249 -0.59
S 2.0225 0.0232 -0.3789 -0.05

***

22
Properties=species:S:1:pos:R:3:mulliken_charge:R:1 method="wB97M-V/def2-TZVPD" charge=+1 orbital_gap_ha="0.255 / 0.133" spin_multiplicity=1 e_tot_ev=-22946.5042 e_homo_ha="-0.45312 / -0.40850" largest_force_ev_per_a=1.6
C -0.4649 -0.7691 -0.1484 0.61
C 0.2632 -0.6394 1.1601 -0.89
C 1.1933 1.4072 0.1489 -0.40
C 0.6242 0.8368 1.4035 0.64
C 0.8501 0.8895 -1.0511 -0.57
C -1.9830 -0.5533 -3.3599 -0.30
C 1.5599 0.9875 2.5991 -1.59
N -0.0893 -0.0957 -1.1966 -0.30
N -1.4834 -1.6209 -0.2266 -0.25
Cl -1.6675 -2.0361 -3.9824 0.07
H -0.3326 -1.0401 1.9792 0.43
H 1.1922 -1.2171 1.0982 0.32
H 1.8931 2.2238 0.2143 0.41
H -0.3014 1.3937 1.6234 0.19
H 1.2658 1.2482 -1.9805 0.43
H -2.8707 -0.3881 -2.7703 0.42
H 2.4961 0.4630 2.4238 0.39
H 1.0966 0.5819 3.4944 0.39
H 1.7816 2.0368 2.7753 0.41
H -1.3574 0.2794 -3.6379 0.30
H -1.7083 -2.2341 0.5398 0.25
H -1.9576 -1.7537 -1.1062 0.07